Molecular formula: C22H34BiNOP3
Method: DFT, ωB97M-V with the def2-TZVPD basis set

The net charge is +1. As for the HOMO-LUMO gap (alpha / beta): 4.9 / 4.9 eV. The value obtained for the lowest unoccupied orbital energy (alpha / beta) is -3.8 / -3.8 eV. The relative energy (zero: lowest compared OMol25 entry of this formula, charge and spin) comes out at 0.379 eV. As for the HOMO energy (alpha / beta): -0.32011 / -0.32010 hartree.

Last column: Löwdin charge in e.
CARTESIAN COORDINATES (ANGSTROEM)
C -4.35 -1.58 1.03  -0.031
C -3.26 -1.38 0.19  -0.235
C -3.11 -0.12 -0.45  -0.225
C -3.99 0.96 -0.14  -0.185
C -5.10 0.70 0.71  -0.002
C -5.26 -0.55 1.29  -0.056
C -3.63 2.25 -0.60  0.033
C -2.77 2.37 -1.71  -0.187
C -1.92 1.26 -2.02  -0.247
C -0.86 1.41 -2.96  -0.232
C -0.71 2.62 -3.62  -0.030
C -1.57 3.70 -3.37  -0.053
C -2.60 3.58 -2.44  -0.005
H -4.49 -2.56 1.49  0.123
H -5.81 1.52 0.89  0.123
H -6.10 -0.74 1.96  0.112
H -4.27 3.10 -0.33  0.141
H 0.10 2.73 -4.35  0.124
H -1.41 4.64 -3.90  0.111
H -3.29 4.40 -2.24  0.120
N -1.93 0.18 -1.14  -0.111
Bi -0.27 0.71 0.42  1.191
C -2.18 -2.44 0.04  -0.285
H -1.85 -2.53 -1.01  0.094
H -2.54 -3.42 0.39  0.097
C 0.13 0.27 -3.16  -0.294
H -0.38 -0.70 -3.25  0.094
H 0.74 0.45 -4.05  0.092
P -0.70 -2.01 1.07  0.788
P 1.30 0.15 -1.74  0.654
C 2.43 1.55 -1.99  -0.254
H 3.20 1.53 -1.21  0.028
H 2.91 1.46 -2.97  0.053
H 1.89 2.50 -1.94  0.047
C 2.25 -1.36 -2.04  -0.276
H 2.80 -1.26 -2.98  0.047
H 2.94 -1.51 -1.21  0.023
H 1.57 -2.22 -2.10  0.035
C -1.33 -2.28 2.75  -0.252
H -1.78 -3.28 2.84  0.060
H -0.50 -2.19 3.46  0.050
H -2.09 -1.53 3.01  0.050
C 0.49 -3.33 0.77  -0.243
H 1.42 -3.08 1.29  0.036
H 0.10 -4.29 1.14  0.062
H 0.71 -3.43 -0.30  0.040
H -1.79 2.11 0.62  -0.033
H -0.04 0.77 2.22  -0.213
C 3.64 -0.93 3.54  -0.175
P 3.66 -0.13 1.93  0.524
C 3.51 1.65 2.21  -0.175
C 5.30 -0.41 1.23  -0.174
O 2.55 -0.64 1.04  -0.494
H 3.79 -2.00 3.41  0.059
H 2.67 -0.76 4.02  0.057
H 4.44 -0.53 4.19  0.063
H 4.32 1.99 2.87  0.061
H 3.58 2.18 1.25  0.049
H 2.54 1.87 2.68  0.047
H 5.45 -1.49 1.08  0.062
H 5.39 0.10 0.27  0.055
H 6.07 -0.04 1.91  0.063